Here is 2 unconnected molecules or ions with the total composition C11H15N2OS from OMol25. Energies are from the ωB97M-V functional and the def2-TZVPD basis.

## Properties
Total charge: +1
Energy above the lowest of the compared OMol25 structures with the same formula, charge and spin (kJ/mol): 91.4
Kohn-Sham gap (eV): 8.29
Largest force on an atom (eV/A): 4.0

Positions of all 30 atoms, in Å:
S 0.145 1.957 0.021
O -4.403 -0.278 -0.222
N -1.690 0.059 0.403
N 0.876 -0.959 -0.382
C -2.236 -1.273 0.230
C 2.858 -0.716 0.999
C -2.686 1.023 0.861
C 4.780 0.345 0.031
C -3.448 -1.173 -0.719
C 2.737 0.258 -1.228
C -3.879 1.015 -0.108
C 2.126 -0.463 -0.179
C 4.174 -0.328 1.089
C -0.501 0.416 0.081
C 4.063 0.638 -1.119
H 2.386 -1.252 1.811
H 1.398 1.543 -0.362
H 4.741 -0.549 1.980
H 0.619 -1.636 0.331
H -3.559 1.398 -1.089
H -2.569 -1.647 1.203
H -3.024 0.710 1.853
H 2.189 0.404 -2.148
H -3.940 -2.145 -0.797
H -3.099 -0.858 -1.714
H -1.487 -1.936 -0.197
H -2.253 2.021 0.922
H 5.816 0.632 0.105
H 4.544 1.147 -1.939
H -4.678 1.647 0.283

Cartesian forces (eV/Å) of the 3 atoms listed first:
S -0.1 0.4 0.1
O -0.2 -0.1 0.1
N 0.6 0.4 -0.1